Entry from the OMol25 dataset: a cluster of 5 separate species, C10H30O10 in total in a non-equilibrium geometry (ωB97M-V with the def2-TZVPD basis set).

```
50
Properties=species:S:1:pos:R:3:mulliken_spin:R:1
C -1.04 1.80 2.63 0.001
C -1.35 2.58 3.89 0.000
O -0.68 2.00 5.06 0.000
O -1.24 2.50 1.35 0.000
H -1.32 0.76 2.81 0.000
H 0.04 1.67 2.70 0.000
H -2.43 2.44 4.01 0.000
H -1.01 3.61 3.97 0.000
H -0.47 2.67 5.71 0.000
H -2.12 2.87 1.45 0.000
C -1.14 -4.54 -0.21 0.005
C -1.55 -3.80 1.10 0.006
O -2.04 -2.52 0.91 0.013
O -2.28 -4.93 -0.88 0.011
H -0.51 -5.42 -0.05 -0.001
H -0.72 -3.75 -0.84 0.001
H -0.75 -3.71 1.83 0.002
H -2.26 -4.49 1.56 0.001
H -2.97 -2.43 1.11 -0.001
H -2.84 -4.18 -1.10 -0.001
C 0.59 -0.20 -0.47 0.141
C -0.69 -0.50 -1.29 0.138
O -0.83 0.52 -2.26 0.399
O 0.93 -1.11 0.59 0.239
H 0.49 0.73 0.10 0.020
H 1.43 -0.14 -1.16 0.019
H -1.47 -0.35 -0.54 0.011
H -0.52 -1.49 -1.71 0.015
H -1.32 1.21 -1.82 -0.015
H 0.21 -1.04 1.22 -0.006
C -2.49 3.77 -2.36 0.001
C -1.13 4.55 -2.43 -0.001
O -1.04 5.61 -1.48 0.000
O -2.40 2.75 -1.39 0.001
H -2.74 3.37 -3.34 0.000
H -3.23 4.51 -2.07 0.000
H -1.05 5.03 -3.41 0.000
H -0.22 3.95 -2.45 0.001
H -0.36 6.26 -1.66 0.000
H -2.08 3.20 -0.61 0.000
C 4.72 -2.10 -1.73 0.000
C 4.20 -2.37 -0.33 0.001
O 4.83 -3.49 0.12 0.000
O 5.91 -1.38 -1.71 0.000
H 3.94 -1.56 -2.25 0.000
H 4.97 -2.93 -2.38 0.000
H 3.16 -2.70 -0.44 -0.001
H 4.14 -1.59 0.43 0.000
H 4.31 -3.94 0.78 0.000
H 6.42 -1.70 -0.96 0.000
```

Computed properties:
- E_tot: -31317.3867 eV
- Net charge: +1
- Spin multiplicity: 2
- Orbital gap (spin up / spin down): 9.48 / 3.04 eV